Molecular formula: C5H31NO12
Method: DFT, ωB97M-V with the def2-TZVPD basis set

The geometry in XYZ format:
```
49
C5H31NO12 ωB97M-V with the def2-TZVPD basis set
C 1.3568 -2.4527 0.8479
C 0.9279 -1.5627 -0.2960
N 1.8415 -0.8417 -0.9852
C 2.4035 0.1332 -3.1570
C 1.3695 0.0131 -2.0515
C 0.9417 1.4003 -1.6050
O 0.2350 1.4094 -0.3750
O -0.2784 -1.4478 -0.5366
H 1.4090 -1.7790 1.7082
H 2.3591 -2.8546 0.7065
H 0.5322 -3.1197 1.0585
H 2.8246 -1.0066 -0.8607
H 3.2433 0.7850 -2.8935
H 2.0288 0.7338 -3.9925
H 2.7197 -0.8564 -3.4804
H 0.4905 -0.4406 -2.5281
H 0.4200 1.9640 -2.3943
H 1.8164 2.0251 -1.3854
H -0.4169 0.6917 -0.3850
H -2.6897 1.0654 0.4505
H -2.7149 -0.4559 0.0797
O -2.8501 0.1820 0.8003
H 2.2517 1.5664 3.7182
H 2.3712 2.8434 2.8852
O 2.8557 2.0539 3.1416
H 3.4936 0.6461 2.1255
H 3.9557 0.8527 0.7123
O 3.4950 0.2036 1.2525
H -2.3708 0.7446 3.4155
H -1.5418 0.0425 2.3397
O -1.4696 0.4832 3.1983
H -0.6919 -2.5642 3.1653
H -1.5198 -2.9530 1.9336
O -1.1130 -3.3130 2.7313
H -3.2499 2.1983 -2.2677
H -2.7798 0.8557 -2.6830
O -3.5709 1.2961 -2.3468
H -1.4268 -1.8879 -2.0749
H -1.0668 -3.3723 -2.3812
O -1.5721 -2.6161 -2.6918
H -0.5569 1.0084 3.4289
H 0.3404 1.8737 2.4405
O 0.1137 1.7047 3.3599
H -2.9765 -2.3650 -1.2092
H -4.2235 -1.7764 -0.5083
O -3.4195 -2.2793 -0.3521
H -1.1004 4.5276 -0.9814
H -0.8343 3.0118 -0.2774
O -1.3622 3.6294 -0.7999
```

Values from the calculation:
- E (Ha) = -1166.68551
- HOMO energy (eV) = -9.648
- charge = 0
- 2S+1 = 1
- LUMO energy (eV) = 0.1610
- ΔE to the lowest compared entry with this formula, charge and spin (kcal per mole) = 106.90
- orbital gap (hartree) = 0.360

Mulliken atomic charge list, values in e, 6 entries:
1 C -1.448
2 C 0.651
3 N -0.004
4 C -1.718
5 C 0.719
6 C -0.718

***

Molecular formula: C5H31NO12
Method: DFT, ωB97M-V with the def2-TZVPD basis set

The geometry in XYZ format:
```
49
C5H31NO12 ωB97M-V with the def2-TZVPD basis set
C -0.0173 -1.1335 -2.3549
N -0.5097 -1.0300 -0.9870
C -0.1435 0.2594 -0.3919
C -1.3808 0.7807 0.3702
C -2.7836 0.3695 0.0178
O -1.3784 2.2004 0.3820
C 1.1231 0.0493 0.4813
O 2.0273 -0.7460 -0.2960
H 0.7550 -1.9251 -2.5331
H 0.2830 -0.2019 -2.8885
H -0.8510 -1.3144 -3.1409
H -0.1420 -1.8472 -0.5136
H 0.2291 1.0653 -1.0650
H -1.1861 0.3478 1.4528
H -2.8180 -0.4603 -0.7131
H -3.3188 0.0591 0.9709
H -3.2036 1.2237 -0.5261
H -1.2787 2.5245 1.3207
H 1.7242 1.0403 0.5793
H 1.0430 -3.5032 0.4738
H 0.7794 -4.2003 -0.9189
O 0.3782 -3.6807 -0.2329
H 3.0670 3.7145 0.5627
H 1.6552 3.8837 0.1036
O 2.2646 4.1720 0.8162
H -0.2227 2.8474 -0.7589
H -0.0552 3.2229 -2.2850
O 0.4250 3.0772 -1.4540
H -1.2879 0.9980 -3.0493
H -1.8128 1.7541 -1.9308
O -1.6715 1.8161 -2.8764
H 0.1231 -0.5718 1.9423
H 1.4482 -1.7949 2.8833
O 1.0812 -0.4962 1.7849
H 0.9193 -3.1159 2.3691
H 2.3821 -1.3687 0.3513
O 1.7208 -2.6929 2.7389
H 0.9183 3.2634 2.1699
H 0.6065 1.6904 2.3532
O 0.2507 2.5635 2.3031
H 3.6859 0.9926 -1.1795
H 2.6703 1.9773 -1.3727
O 3.5896 1.9143 -1.1411
H -1.9154 -4.2773 0.1135
H -2.5555 -3.0446 -0.5160
O -2.4549 -3.5373 0.3322
H -1.6371 -2.2912 2.7970
H -1.4258 -2.5640 1.3556
O -1.1002 -2.0099 2.0997
```

Values from the calculation:
- E (Ha) = -1166.67371
- HOMO energy (eV) = -9.189
- charge = 0
- 2S+1 = 1
- LUMO energy (eV) = -0.1411
- ΔE to the lowest compared entry with this formula, charge and spin (kcal per mole) = 114.30
- orbital gap (hartree) = 0.332
- SMILES = CN[C@H](C(O)O)[C@H](C)O.O.O.O.O.O.O.O.O.O

Mulliken atomic charge list, values in e, 6 entries:
1 C -1.152
2 N 0.491
3 C 0.537
4 C 0.096
5 C -1.508
6 O -0.486

***

Molecular formula: C5H32BF4O11
Method: DFT, ωB97M-V with the def2-TZVPD basis set

The geometry in XYZ format:
```
53
C5H32BF4O11 ωB97M-V with the def2-TZVPD basis set
B 13.3406 -37.7019 -11.1611
F 14.1515 -36.7910 -11.8327
F 12.7792 -38.5802 -12.1248
F 14.0345 -38.4844 -10.2428
F 12.3121 -36.9709 -10.5029
C 15.0409 -38.8161 -15.1347
O 15.3045 -38.3166 -13.8214
H 14.0460 -38.5347 -15.4771
H 15.8726 -38.4399 -15.7298
H 15.1354 -39.9091 -15.1644
H 14.5424 -38.5540 -13.2807
C 10.6651 -35.4984 -13.2561
O 11.5045 -36.5412 -13.7390
H 10.0044 -35.1811 -14.0693
H 9.9708 -35.9360 -12.5351
H 11.2086 -34.6178 -12.9066
H 11.8976 -36.8903 -12.9275
C 14.2396 -41.8216 -11.0250
O 15.5776 -42.3396 -10.8609
H 14.2140 -41.0188 -10.2940
H 14.0314 -41.5319 -12.0532
H 13.4942 -42.5689 -10.7401
H 16.0109 -42.4155 -11.7127
C 13.9853 -32.7797 -11.8696
O 14.4437 -34.0206 -12.3267
H 14.3657 -31.9048 -12.4217
H 12.8956 -32.6532 -11.9218
H 14.3282 -32.6516 -10.8438
H 13.9217 -34.3042 -13.0822
C 9.0856 -34.8269 -10.1232
O 9.8176 -33.6177 -10.1617
H 8.4155 -35.0209 -10.9657
H 9.7693 -35.6672 -9.9773
H 8.4332 -34.7760 -9.2491
H 10.3036 -33.5668 -10.9893
O 17.3248 -38.7371 -10.3830
H 17.9574 -39.4565 -10.2982
H 16.5418 -39.0362 -9.9078
O 11.7166 -40.2223 -9.4316
H 11.3617 -40.6057 -10.2394
H 12.0762 -39.3714 -9.7149
O 14.3121 -35.7430 -8.3110
H 13.7731 -34.9866 -8.0652
H 13.7482 -36.2589 -8.8981
O 17.6181 -36.7250 -12.9179
H 17.9339 -36.2496 -13.6914
H 16.8036 -37.1634 -13.2079
O 16.3920 -35.8397 -10.3980
H 15.5958 -35.8237 -10.9489
H 16.0637 -35.9260 -9.4895
O 11.4322 -40.7529 -13.5888
H 10.6102 -40.3746 -13.9125
H 11.8520 -40.0293 -13.1065
```

Values from the calculation:
- E (Ha) = -1461.88891
- HOMO energy (eV) = -6.462
- charge = -1
- 2S+1 = 1
- LUMO energy (eV) = 2.6296
- ΔE to the lowest compared entry with this formula, charge and spin (kcal per mole) = 17.74
- orbital gap (hartree) = 0.334

Mulliken atomic charge list, values in e, 6 entries:
1 B 0.659
2 F -0.109
3 F -0.256
4 F -0.401
5 F -0.359
6 C -0.708

***

Molecular formula: C5H32N2O11
Method: DFT, ωB97M-V with the def2-TZVPD basis set

The geometry in XYZ format:
```
50
C5H32N2O11 ωB97M-V with the def2-TZVPD basis set
C 1.9389 2.6230 1.2382
C 0.5622 2.1091 1.8204
N 0.0424 0.9783 0.9919
C -1.6674 -0.2649 -0.0641
C -1.3291 1.0861 0.5897
C -2.2731 1.3217 1.7999
N -2.0493 0.5538 2.9314
O -3.1137 2.2065 1.8401
H 2.1986 3.4601 1.8656
H 2.1007 2.8726 0.1992
H 2.6412 1.8086 1.2737
H 0.7228 1.6406 2.7884
H -0.2748 2.9618 1.8689
H 0.6426 0.6835 0.2018
H -2.6263 -0.7091 -0.0196
H -1.1137 -1.0975 0.4149
H -1.2632 -0.1646 -1.0757
H -1.6588 1.8717 -0.1623
H -2.7299 0.8522 3.6295
H -1.1204 0.1237 3.0390
H -0.5794 2.6791 -3.9013
H 0.3175 1.4630 -4.1968
O -0.0801 1.9612 -3.4667
H 1.5659 -3.7768 -0.4871
H 1.4971 -3.6404 -1.9680
O 1.1168 -4.1492 -1.2474
H 1.8647 -1.5313 -1.9144
H 0.3069 -1.4304 -1.6602
O 0.9927 -1.6957 -2.2820
H 0.0867 3.4614 -0.2880
H -1.1606 4.3620 0.0907
O -0.7228 3.8635 -0.6106
H -1.0177 -3.1748 -2.6640
H -1.9984 -2.0152 -2.4960
O -1.9360 -2.9766 -2.4618
H -0.9329 -3.8106 0.4589
H -2.3292 -4.1890 0.5745
O -1.6299 -3.8343 1.1312
H -1.9907 -1.8357 3.0606
H -0.9049 -2.9479 2.5495
O -1.3173 -2.4784 3.2618
H 3.8270 -0.0158 -1.2039
H 2.4716 0.8614 -1.2617
O 2.9129 0.0512 -0.8967
H 1.5136 2.0081 -2.7014
H 2.5805 3.2520 -2.2195
O 2.3231 2.3288 -2.2474
H 1.5714 -3.2414 1.4403
H 1.0635 -1.8160 1.4616
O 0.9580 -2.6493 0.9748
```

Values from the calculation:
- E (Ha) = -1146.81099
- HOMO energy (eV) = -9.180
- charge = 0
- 2S+1 = 1
- LUMO energy (eV) = -0.0776
- ΔE to the lowest compared entry with this formula, charge and spin (kcal per mole) = 84.37
- orbital gap (hartree) = 0.334
- SMILES = CCN[C@@H](C)C(N)=O.O.O.O.O.O.O.O.O.O.O

Mulliken atomic charge list, values in e, 6 entries:
1 C -1.505
2 C -0.528
3 N 0.220
4 C -1.430
5 C 1.344
6 C -0.143

***

Molecular formula: C5H32O11
Method: DFT, ωB97M-V with the def2-TZVPD basis set

The geometry in XYZ format:
```
48
C5H32O11 ωB97M-V with the def2-TZVPD basis set
C -2.2731 -2.2436 2.2516
C -1.2418 -1.0397 2.3537
C -1.6498 0.0296 1.3334
C -3.0821 0.4291 1.7704
C -4.0574 0.3303 0.9489
H -2.3560 -2.4187 1.1454
H -1.7371 -3.0584 2.7694
H -3.1878 -1.8734 2.7430
H -1.3339 -0.5391 3.4085
H -0.2495 -1.3940 2.3848
H -1.6504 -0.4711 0.2744
H -0.9383 1.0075 1.4130
H -3.1780 0.6939 2.8174
H -4.0085 0.1626 -0.0921
H -5.1049 0.3473 1.1518
H -1.9917 0.8515 -3.5226
H -2.8778 0.0614 -4.4653
O -2.2580 -0.0361 -3.7104
H -1.7667 3.7129 -0.2105
H -2.4275 3.3466 -1.4924
O -2.2854 4.1044 -1.0748
H 2.9298 -2.7101 0.6650
H 3.4460 -3.8532 1.2888
O 3.2292 -3.5965 0.4369
H 3.4694 0.1364 3.0663
H 4.0975 0.1628 1.7242
O 3.8425 0.8026 2.4191
H -0.3014 2.5246 -1.7882
H 0.2532 1.3939 -2.1947
O -0.3777 2.0453 -2.5430
H 0.3105 2.4261 1.0459
H -0.8148 3.4912 1.5986
O -0.3991 3.1110 0.8429
H 2.4618 1.4930 1.8779
H 2.0506 1.3238 0.3429
O 1.7187 1.5855 1.2801
H 1.0534 -1.0803 -2.0491
H 2.3183 0.1633 -1.8170
O 1.4125 -0.3340 -1.4866
H -2.3130 -2.1536 -0.9980
H -1.6768 -3.4630 -1.3799
O -2.5592 -2.9899 -1.4227
H 4.2176 -1.0342 -2.9304
H 3.5892 -2.0282 -1.9305
O 3.8578 -1.1099 -2.0493
H 2.5014 -0.8625 -0.1629
H 3.8401 -1.2032 -0.3214
O 3.2186 -1.1061 0.2692
```

Values from the calculation:
- E (Ha) = -1037.16851
- HOMO energy (eV) = -9.489
- charge = 0
- 2S+1 = 1
- LUMO energy (eV) = -0.5397
- ΔE to the lowest compared entry with this formula, charge and spin (kcal per mole) = 122.47
- orbital gap (hartree) = 0.329
- SMILES = C=CCCC.O.O.O.O.O.O.O.O.O.O.O

Mulliken atomic charge list, values in e, 6 entries:
1 C -0.790
2 C -0.812
3 C 1.136
4 C -0.384
5 C -0.792
6 H 0.152

***

Molecular formula: C5H33N2O9
Method: DFT, ωB97M-V with the def2-TZVPD basis set

The geometry in XYZ format:
```
49
C5H33N2O9 ωB97M-V with the def2-TZVPD basis set
N -0.8235 0.5475 -1.2287
C -1.6171 1.0005 0.0309
C -2.9639 1.3633 -0.5421
C -0.7129 1.9481 0.8153
N 0.3292 1.2148 1.5421
C 1.4234 2.1428 1.8580
C -0.1911 0.3746 2.5917
H 0.1339 0.4417 -0.8748
H -1.1242 -0.4056 -1.4120
H -0.7970 1.2808 -1.9471
H -1.6083 0.0876 0.6102
H -3.6760 1.4045 0.3001
H -3.1914 2.3554 -0.9013
H -3.3350 0.5581 -1.1734
H -0.2776 2.7359 0.2074
H -1.3589 2.3984 1.5920
H 2.1270 2.1735 1.0380
H 1.0192 3.1493 1.9964
H 1.9645 1.7673 2.7212
H -0.9143 0.7332 3.3389
H 0.6928 0.0270 3.1332
H -0.6826 -0.5066 2.1573
H 1.9159 -0.4633 -3.4602
H 3.1710 -1.1013 -2.9480
O 2.8197 -0.2444 -3.2049
H -2.6118 -1.0230 3.0558
H -3.8044 -0.5182 2.4169
O -3.4009 -0.5190 3.2963
H 0.2589 1.8711 -4.1533
H 1.2990 1.6514 -2.8957
O 0.4143 1.5588 -3.2700
H -2.1337 -2.5206 -0.8166
H -2.8678 -2.5941 0.4117
O -2.1774 -2.0175 0.0618
H 1.6100 -2.6168 -0.2627
H 1.9243 -2.5772 -1.6209
O 1.3578 -2.0577 -1.0337
H -1.8672 -3.8855 -2.2038
H -0.4980 -3.0986 -1.9430
O -1.4273 -3.0333 -2.1773
H 3.1027 1.9940 -2.1659
H 2.7124 1.2088 -0.9323
O 2.7073 2.1038 -1.3003
H 1.3528 -3.5246 1.8897
H 0.7291 -2.0948 1.7298
O 1.4698 -2.6602 1.4838
H 3.6042 0.1958 1.8910
H 2.8983 -0.8907 1.1681
O 3.0251 0.0649 1.1301
```

Values from the calculation:
- E (Ha) = -996.71156
- HOMO energy (eV) = -11.420
- charge = +1
- 2S+1 = 1
- LUMO energy (eV) = -2.8359
- ΔE to the lowest compared entry with this formula, charge and spin (kcal per mole) = 69.35
- orbital gap (hartree) = 0.315

Mulliken atomic charge list, values in e, 6 entries:
1 N -0.056
2 C 0.859
3 C -1.588
4 C -1.310
5 N 0.794
6 C -1.106

***

| no. | maximum force (eV Å⁻¹) |
| --- | --- |
| 1 | 9.863 |
| 2 | 3.980 |
| 3 | 1.383 |
| 4 | 2.871 |
| 5 | 9.169 |
| 6 | 2.898 |